Entry from the OMol25 dataset: a 2-piece molecular cluster, C5H5N overall (ωB97M-V with the def2-TZVPD basis set).

ORCA input file:
```
! wB97M-V def2-TZVPD RIJCOSX def2/J DEFGRID3
* xyz 0 1
C -1.24500 -0.53695 -0.53079
C -0.22133 0.24594 0.27529
C 1.13292 -0.16905 0.12402
C 2.23752 -0.62165 0.26564
C -0.39971 1.68441 0.22918
N -0.57926 2.83182 0.16994
H -1.07960 -1.61186 -0.43902
H -2.24998 -0.29661 -0.18802
H -1.16738 -0.26821 -1.59259
H 0.36631 -0.40040 1.78670
H 3.20550 -0.85743 -0.10034
*
```

Values from the calculation:
* molar mass: 79.1 g mol⁻¹
* energy relative to the best compared isomer or geometry (same formula, charge and spin): 128.8 kcal/mol
* largest force on an atom: 4.21 eV/Å
* E_tot: -248.069809 hartree

Entry from the OMol25 dataset: C37H29O8PS as an isolated structure (ωB97M-V with the def2-TZVPD basis set).

ORCA input file:
```
! wB97M-V def2-TZVPD RIJCOSX def2/J DEFGRID3
* xyz 0 1
O 6.18919 1.00333 0.46283
P 5.74936 0.97412 -0.92980
O 6.73851 0.14315 -1.86005
O 5.60547 2.40464 -1.64064
S 6.92006 3.45918 -1.44208
O 4.33698 0.35037 -1.23312
C 3.34558 0.28276 -0.16771
C 2.17281 -0.53027 -0.66677
C 1.50891 0.00996 -1.94465
C 0.55009 1.14214 -1.67782
C -0.82573 0.92081 -1.65941
C -1.71512 1.94632 -1.36940
C -1.24171 3.21630 -1.09326
C 0.12586 3.45707 -1.12105
C 1.01060 2.42866 -1.41269
H 6.54806 0.23919 -2.80178
H 6.63403 4.11284 -2.57353
H 3.80713 -0.19404 0.69986
H 3.05985 1.29830 0.11747
H 2.50602 -1.55853 -0.82763
H 1.42631 -0.52495 0.13584
H 2.27085 0.32165 -2.66233
H 0.94851 -0.81784 -2.38661
H -1.21314 -0.07220 -1.87138
H -2.78150 1.75105 -1.37284
H -1.93611 4.01735 -0.86588
H 0.51576 4.44949 -0.91813
H 2.07519 2.64126 -1.45097
C -4.91162 6.58047 0.69501
C -6.07108 7.20452 1.14249
C -7.30931 6.64753 0.87235
C -7.39470 5.46536 0.14752
C -6.23156 4.84438 -0.31104
C -4.99164 5.40419 -0.02998
C -6.29223 3.58828 -1.11159
O -5.28219 3.04085 -1.50082
C -7.63893 3.02914 -1.42191
C -7.72742 1.88214 -2.20114
C -8.96692 1.33979 -2.49364
C -10.12386 1.93753 -2.00549
C -10.04195 3.08162 -1.23045
C -8.80090 3.63410 -0.93936
C -8.73935 4.87729 -0.11801
O -9.74628 5.39291 0.31682
H -3.94475 7.01491 0.91230
H -6.00663 8.12701 1.70419
H -8.21938 7.11775 1.21812
H -4.10031 4.90786 -0.38703
H -6.81912 1.42680 -2.57064
H -9.03434 0.44835 -3.10312
H -11.09118 1.50915 -2.23235
H -10.93223 3.55910 -0.84533
C 3.63120 -9.07440 3.41089
C 3.54312 -9.30062 2.04144
C 3.92337 -8.31407 1.14797
C 4.38873 -7.09291 1.62010
C 4.46711 -6.86215 2.99433
C 4.09146 -7.85873 3.88669
C 4.93824 -5.55215 3.53156
O 5.01427 -5.35777 4.72587
C 5.30575 -4.49309 2.54948
C 5.70765 -3.24862 3.02066
C 6.06152 -2.25156 2.12701
C 6.02268 -2.49747 0.75913
C 5.61972 -3.73329 0.28240
C 5.25552 -4.73475 1.17447
C 4.80541 -6.05004 0.63804
O 4.77429 -6.26675 -0.55487
H 3.33825 -9.84913 4.10720
H 3.17767 -10.24980 1.67220
H 3.86607 -8.47631 0.08056
H 4.16350 -7.66636 4.94819
H 5.73715 -3.07611 4.08764
H 6.36774 -1.27731 2.48530
H 6.30589 -1.71499 0.06974
H 5.57968 -3.93478 -0.77933
*
```

Values from the calculation:
* molar mass: 664.7 g mol⁻¹
* largest force on an atom: 0.30 eV/Å
* E_tot: -2768.969369 hartree

Entry from the OMol25 dataset: C24H34MnN2O2 as an isolated structure (ωB97M-V with the def2-TZVPD basis set).

ORCA input file:
```
! wB97M-V def2-TZVPD RIJCOSX def2/J DEFGRID3
* xyz 0 4
Mn -0.01983 0.55903 0.61598
C 1.00587 1.69973 2.33558
C -0.34313 1.57013 2.73748
C -0.63123 0.17733 2.87248
C 0.56587 -0.55467 2.59078
C 1.58477 0.39283 2.28358
C 3.05647 0.11843 2.21248
C 0.77867 -2.00467 2.92858
C -1.87113 -0.40597 3.48068
C -1.28523 2.69163 3.04488
C 1.77637 2.98003 2.21278
H 3.55207 0.77083 1.49468
H 3.26257 -0.91137 1.92778
H 3.50767 0.29603 3.19168
H -0.04443 -2.62317 2.57608
H 0.85187 -2.11377 4.01338
H 1.69997 -2.38157 2.49068
H -2.56753 -0.78287 2.73118
H -2.39193 0.35063 4.06498
H -1.60773 -1.23847 4.13268
H -2.03943 2.79453 2.26308
H -0.74823 3.63453 3.11248
H -1.79763 2.51753 3.99098
H 2.64757 2.84503 1.57338
H 2.12677 3.30963 3.19328
H 1.16307 3.77193 1.78838
C 2.78827 1.62993 -2.33862
C 1.58627 1.48913 -1.46542
N 1.42167 0.45173 -0.63652
O 2.47547 -0.48877 -0.64172
C 0.52097 2.39523 -1.36712
C 0.20027 3.56733 -2.24022
N -0.29793 2.01383 -0.37842
O -1.37123 2.58213 -0.03442
H 3.63127 1.11683 -1.88462
H 3.03237 2.67963 -2.47042
H 2.60517 1.18643 -3.31582
H 2.07157 -1.34097 -0.41652
H 0.92477 3.67423 -3.04062
H 0.17047 4.48533 -1.65452
H -0.79223 3.42833 -2.66992
C -3.35133 -1.80267 -0.88952
C -1.98443 -1.24487 -1.32612
C -2.23753 -0.12277 -2.37162
C -1.35973 -0.55057 -0.14692
C -1.12013 -2.30757 -1.98592
C 0.15507 -1.97167 -2.43052
C 0.94907 -2.87987 -3.10592
C 0.47537 -4.15047 -3.38062
C -0.78613 -4.50297 -2.93812
C -1.56883 -3.59897 -2.24062
H -3.96793 -1.00337 -0.48052
H -3.22693 -2.56537 -0.12202
H -3.88483 -2.22557 -1.73812
H -2.90743 0.62483 -1.95072
H -2.68323 -0.53867 -3.27232
H -1.30043 0.36503 -2.62872
H -2.20823 -0.02857 0.36428
H 0.51257 -0.96947 -2.25392
H 1.93847 -2.58737 -3.42652
H 1.07647 -4.85637 -3.93072
H -1.17793 -5.48947 -3.13992
H -2.54153 -3.92667 -1.90992
*
```

Values from the calculation:
* molar mass: 437.5 g mol⁻¹
* energy relative to the best compared isomer or geometry (same formula, charge and spin): 37.1 kcal/mol
* largest force on an atom: 3.16 eV/Å
* E_tot: -2345.693387 hartree

Entry from the OMol25 dataset: C11H7Cl2CuNO5S3 as an isolated structure (ωB97M-V with the def2-TZVPD basis set).

ORCA input file:
```
! wB97M-V def2-TZVPD RIJCOSX def2/J DEFGRID3
* xyz -2 2
Cu -0.29926 -0.43966 -0.55200
O -1.35289 1.21231 -0.14508
N -2.61906 1.07045 0.22724
C -3.49413 0.72451 -0.73968
C -4.82958 0.57940 -0.50408
C -5.27635 0.77258 0.81078
C -4.38169 1.11215 1.78369
C -2.98944 1.29779 1.53433
S -1.88829 1.78399 2.72265
H -3.02863 0.55375 -1.69772
H -5.48816 0.28838 -1.30896
H -6.32441 0.64516 1.05769
H -4.69149 1.25492 2.80910
Cl 3.07309 -1.44935 -2.33220
C 3.78641 -0.52645 -1.05169
C 5.07046 -0.87921 -0.66422
C 5.73109 -0.14509 0.30542
C 5.09213 0.94952 0.86643
C 3.80531 1.27803 0.47113
Cl 3.10655 2.68036 1.24487
C 3.07296 0.54368 -0.48715
S 1.46788 1.02219 -0.95632
H 5.54101 -1.72928 -1.13973
H 6.73323 -0.41610 0.61359
H 5.57592 1.55334 1.62228
O -1.29389 -3.84657 0.10047
S -1.10410 -2.82733 -0.91130
O -1.40935 -3.26492 -2.26275
O 0.31356 -2.24023 -0.84531
O -1.89886 -1.55834 -0.57150
*
```

Values from the calculation:
* molar mass: 463.8 g mol⁻¹
* energy relative to the best compared isomer or geometry (same formula, charge and spin): 0.0 kcal/mol
* largest force on an atom: 0.85 eV/Å
* E_tot: -4609.838950 hartree

Entry from the OMol25 dataset: a 9-piece molecular cluster, C39H87N3O9S overall (ωB97M-V with the def2-TZVPD basis set).

ORCA input file:
```
! wB97M-V def2-TZVPD RIJCOSX def2/J DEFGRID3
* xyz 0 1
C -0.64874 -2.28343 -1.36606
O -2.09490 -2.48590 -1.69000
C -2.42435 -1.40444 -2.63234
C -4.01552 -1.48219 -3.14193
C -4.81468 -0.33931 -2.28005
C -6.44664 -0.49406 -2.26247
C -7.01337 0.19976 -0.85194
C -6.72830 1.82950 -0.78543
C -5.39539 2.24336 0.07800
C -4.08339 2.64364 -0.82048
C -2.54010 2.08493 -0.49962
C -1.26835 2.50189 -1.49351
C 0.30200 2.00855 -1.21199
N 0.95154 3.19308 -0.46974
C -1.44996 3.48224 -2.83462
C -2.95104 4.04933 -3.17119
N -3.29016 4.93387 -4.35387
S -5.04749 5.20635 -4.25450
N -5.39385 4.30332 -2.77614
C -4.18533 3.62109 -2.17356
H -0.35253 -2.83350 -0.34948
H 0.06112 -2.76649 -2.19376
H -0.37824 -1.12585 -1.26832
H -2.29491 -0.37672 -2.03943
H -1.67942 -1.31977 -3.55224
H -4.45543 -2.56553 -3.05384
H -3.97932 -1.09434 -4.27034
H -4.57940 0.71109 -2.79626
H -4.42678 -0.36808 -1.15291
H -6.87012 0.11369 -3.18553
H -6.76296 -1.62146 -2.33718
H -8.20063 0.09214 -0.91425
H -6.65765 -0.37140 0.10736
H -6.74218 2.21274 -1.89224
H -7.64842 2.36632 -0.24657
H -5.63966 3.12008 0.82040
H -5.08672 1.29377 0.72899
H -2.30735 1.38648 0.42924
H 0.91199 1.92700 -2.23181
H 0.36853 1.00115 -0.61976
H 0.36516 3.28419 0.41329
H 0.66791 4.03919 -1.04602
H -0.54012 3.79833 -3.53100
C 2.92526 -3.69445 -4.91372
C 1.84966 -2.62006 -4.90529
C 2.34934 -1.33055 -5.53710
O 1.44904 -2.36340 -3.56184
H 3.80147 -3.37642 -4.33756
H 2.55556 -4.61279 -4.44486
H 3.24389 -3.92622 -5.93482
H 0.96767 -2.97791 -5.44763
H 3.20512 -0.92870 -4.98304
H 1.56887 -0.56255 -5.51290
H 2.65069 -1.49131 -6.57691
H 2.22585 -2.04516 -3.07275
C 4.79677 1.41533 2.34260
C 4.01662 0.64929 1.28625
C 4.28791 1.19426 -0.10698
O 2.62262 0.74416 1.56728
H 4.50875 2.47258 2.35274
H 4.58222 1.02017 3.34144
H 5.87442 1.34851 2.16349
H 4.28748 -0.41145 1.32567
H 3.98184 2.24367 -0.18370
H 3.71036 0.64149 -0.85560
H 5.35027 1.12083 -0.35967
H 2.37315 1.68256 1.53442
C 6.19032 0.68839 6.93420
C 6.92679 0.44459 5.62673
C 8.30559 -0.14845 5.86948
O 7.05990 1.67666 4.92282
H 6.73603 1.39930 7.56480
H 5.20454 1.12674 6.74465
H 6.05778 -0.24361 7.49249
H 6.34113 -0.23219 4.99502
H 8.92631 0.53279 6.46232
H 8.82880 -0.30703 4.92046
H 8.23659 -1.10557 6.39580
H 7.57863 2.28379 5.47619
C 2.44696 -1.92528 3.80569
C 1.78452 -3.23801 3.41939
C 0.28161 -3.07399 3.25797
O 2.04785 -4.21359 4.42444
H 2.06200 -1.55910 4.76411
H 3.52669 -2.06119 3.93044
H 2.27616 -1.15774 3.04438
H 2.21710 -3.60707 2.48304
H -0.18013 -2.74856 4.19696
H -0.18338 -4.02931 2.99206
H 0.04576 -2.34095 2.48023
H 1.66729 -3.89436 5.25942
C -7.77547 5.93863 -0.35120
C -7.40970 6.61167 0.96202
C -6.94209 8.04138 0.74069
O -6.37398 5.86957 1.60062
H -6.90974 5.89022 -1.02129
H -8.09842 4.90641 -0.17772
H -8.58127 6.47700 -0.85983
H -8.27661 6.60754 1.63174
H -6.04682 8.06752 0.10932
H -6.67049 8.50920 1.69302
H -7.72285 8.64291 0.26484
H -5.60015 5.86793 1.01317
C -11.26607 2.32959 -1.20961
C -10.05456 2.65717 -2.06766
C -10.42893 3.55667 -3.23489
O -9.48793 1.44811 -2.56598
H -12.02590 1.79600 -1.79167
H -10.98390 1.67160 -0.38058
H -11.71583 3.23851 -0.79798
H -9.29123 3.14854 -1.45448
H -11.15907 3.06659 -3.88877
H -9.54965 3.77402 -3.85066
H -10.85357 4.50244 -2.88411
H -10.15864 1.00506 -3.11165
C 2.38650 -7.81946 -2.30673
C 1.98175 -8.10472 -3.74413
C 1.61871 -9.56843 -3.93765
O 3.05873 -7.76628 -4.61407
H 3.26785 -8.40605 -2.02393
H 2.65689 -6.76497 -2.18513
H 1.57304 -8.05472 -1.61333
H 1.12857 -7.47461 -4.01826
H 2.47284 -10.21704 -3.71268
H 1.34144 -9.76164 -4.97944
H 0.78221 -9.85624 -3.29322
H 3.82069 -8.32091 -4.37801
C 12.90000 -2.25716 5.26946
C 11.82439 -1.18277 5.27790
C 12.32408 0.10674 4.64609
O 11.42377 -0.92611 6.62134
H 13.77620 -1.93913 5.84562
H 12.53029 -3.17549 5.73833
H 13.21862 -2.48892 4.24837
H 10.94240 -1.54062 4.73555
H 13.17986 0.50859 5.20015
H 11.54361 0.87474 4.67028
H 12.62542 -0.05402 3.60628
H 12.20058 -0.60787 7.11044
*
```

Values from the calculation:
* molar mass: 774.2 g mol⁻¹
* largest force on an atom: 6.36 eV/Å
* E_tot: -2777.238095 hartree
* SMILES: COCCCCCCCc1cc(CN)cc2nsnc12.CC(C)O.CC(C)O.CC(C)O.CC(C)O.CC(C)O.CC(C)O.CC(C)O.CC(C)O

> Which formula does entry 4 have?

C11H7Cl2CuNO5S3

> Which value of largest force on an atom does entry 2 give?

0.30 eV/Å

> Look up the largest force on an atom of the first one.

4.21 eV/Å